Record 1
This record from OMol25 describes 2 unconnected molecules or ions with the total composition C4H5N3 at a distorted geometry. The level of theory is wB97M-V/def2-TZVPD.

Results
F_max: 1.94 eV/A
HOMO level (spin up / spin down): -0.360 / -0.360 hartree
DFT total energy: -8694.6216 eV
LUMO (spin up / spin down): -1.5 / -1.5 eV

Geometry (Å):
C  1.0475  -1.1714  0.4734
N  0.4377  -0.0939  -0.6150
C  -0.2683  0.9955  -0.3295
C  -0.7977  1.9271  -1.3453
N  -1.2295  2.7473  -2.0464
C  -1.6970  -0.0311  1.1192
N  -1.4677  -1.1374  1.4326
H  1.9720  -0.6905  0.7607
H  1.1929  -2.1134  -0.0644
H  0.5083  -1.4655  1.4163
H  0.4982  -0.2639  -1.6289
H  -0.2222  1.4477  0.6338

Here are the Löwdin charges for atoms 1 to 5, given in e: C 0.014; N 0.026; C -0.179; C -0.142; N 0.183

***

Record 2
This record from OMol25 describes a single C4H5N3 molecule at a distorted geometry. The level of theory is wB97M-V/def2-TZVPD.

Results
F_max: 1.19 eV/A
HOMO level: -0.372 hartree
DFT total energy: -8697.2472 eV
LUMO: 0.4 eV

Geometry (Å):
H  1.3420  1.8416  -0.8741
N  0.5909  1.2515  -0.5398
C  0.3773  0.2009  -1.2073
C  -0.6421  -0.8198  -0.6784
N  -1.4248  -0.1331  0.3199
C  -0.7643  0.3137  1.3086
C  0.5670  -0.1675  1.6932
N  1.5837  -0.6571  1.9551
H  0.9185  -0.0667  -2.1192
H  -1.2911  -1.1890  -1.4804
H  -0.0687  -1.6814  -0.2968
H  -1.1884  1.1068  1.9193

Here are the Löwdin charges for atoms 1 to 5, given in e: H 0.073; N 0.098; C -0.188; C -0.216; N 0.031